The following is a DFT calculation (ωB97M-V with the def2-TZVPD basis set) of C61H51ClFN6O4P2Te2Tl as an isolated structure.

Computed properties:
Molar mass: 1508.10 g/mol
ΔE to the lowest compared entry with this formula, charge and spin: 22.4 kcal per mole
E: -4935.8059 a.u.

Geometry as ORCA input:
```
! wB97M-V def2-TZVPD RIJCOSX def2/J DEFGRID3
* xyz 0 1
H -0.19483 -1.12984 7.05033
H -6.62948 -0.92882 -0.20680
C 2.92578 -4.21346 -0.16060
C 2.58513 -0.21489 -6.54163
C -1.25827 1.70671 1.45758
C 0.88889 5.56573 1.60334
C 3.20070 0.76663 -2.89109
F 3.68984 0.28564 -7.13982
H 1.33757 1.33180 -7.32358
C -3.56349 -2.51802 4.75557
C 0.24220 -6.35203 -1.81907
C 0.91014 3.33942 0.68642
H 4.10565 6.00372 2.68389
N 3.75048 4.94812 4.41045
H -3.04916 -1.24117 1.65462
C 1.73809 -2.18427 1.35642
H -0.16721 -6.68274 0.28668
N -1.16397 -4.43539 0.97684
H 3.27879 1.62903 4.66535
C -3.67328 -1.64778 3.67961
C 2.07825 -1.97068 0.02004
H 0.62271 6.24524 2.40289
C 2.17112 2.82338 -4.43740
C -5.26877 -3.65827 0.35677
H -2.66442 -4.31736 5.50629
Tl -1.29384 -0.94131 -0.92325
N -0.90406 1.48775 -3.05893
H -4.86625 2.20292 2.76428
C 4.04069 1.47468 -3.73798
H -0.77694 -0.95052 4.65702
H 3.65748 -1.84362 -5.67859
C -0.18440 -5.98952 -0.54154
C 0.57132 4.22198 1.71032
H -0.65099 -2.55633 -3.92224
C 0.18285 -5.42126 -2.84262
H 5.09129 1.22408 -3.80088
O -4.28924 4.18859 -3.03588
H 1.19593 0.54207 -2.14210
C 3.47110 2.57771 4.18161
C 0.33051 -1.20344 -5.27533
C 2.58509 -4.43886 1.16649
C -2.84133 1.70171 3.27209
C 1.55740 -1.84341 -5.15011
H 1.87162 -1.00701 -0.43800
H 2.77821 -5.40350 1.61945
C 1.90408 -1.37379 6.67728
C 1.57032 3.81941 -0.44152
H -1.67054 -2.01643 -5.26197
P 0.71584 -0.95156 2.23324
H 1.77646 7.09381 0.38570
H 1.77761 3.59435 -5.07867
C -0.29771 -4.17356 -2.47578
C 1.85674 1.08646 -2.80136
C 3.51591 2.49237 -4.51711
H 2.16301 -1.45529 7.72536
H 3.92755 -1.61867 5.99915
Cl 0.11671 5.12007 -3.82612
C 2.69698 -1.35581 -5.77851
C -2.09777 2.05176 -3.01464
C 2.56797 -1.36428 4.36421
C 0.58392 -1.18697 6.30004
C -0.89329 -1.70114 -4.56297
H -6.34775 -3.71134 0.22869
C 1.24158 -1.16353 3.97484
C -2.28352 2.07652 0.58764
N -0.69975 -3.79918 -1.31962
C -0.68746 3.64510 -3.56366
H 0.48913 -5.64543 -3.85425
Te 3.52073 0.92887 1.60572
H -0.75511 1.25425 3.49687
C -2.08283 -3.92682 3.48511
C -3.07788 4.50400 -3.44105
C -0.65416 -4.70702 -0.32975
C 2.66985 -2.97559 -0.73293
H -4.29753 -0.76619 3.74985
C 0.25609 -1.08565 4.95350
H -1.46577 -4.80866 3.38816
H 3.59815 -0.03724 -2.28605
O -4.35316 1.85249 -2.36492
H -5.02874 -3.36992 1.37691
H 1.72734 -3.62675 2.95170
C -3.85797 2.06020 2.39608
H -5.46177 0.20000 -0.95318
C 1.88876 5.16674 -0.54791
O -2.80278 5.59309 -3.88245
H 4.02857 4.03907 1.18592
C -1.54644 1.52042 2.80691
C 1.99225 -3.43561 1.91838
C 1.54317 6.04023 0.47272
N -1.59321 -3.28729 1.13163
H 3.34359 -1.44192 3.61328
C 3.93162 5.01501 3.09515
C 3.65082 2.66482 2.80684
H -4.83722 -4.63702 0.15181
H 3.38519 3.70506 6.00675
H -0.68877 0.45218 -6.17852
C 2.89594 -1.46610 5.70683
C -2.03252 3.43288 -3.34036
C -3.29011 1.22924 -2.57724
C 3.52665 3.74348 4.93173
C -2.21028 -3.05849 2.40473
P 0.41594 1.58192 0.73579
C 1.38167 0.44186 -6.70997
H -4.09167 -2.30777 5.67701
C -2.98170 -1.90790 2.50620
C -3.58000 2.24751 1.04832
H -4.33985 3.21572 -2.76576
C 1.34739 2.13612 -3.55559
Te -4.46706 -2.25763 -1.04313
H 1.84534 3.13565 -1.23579
N -0.03697 2.46129 -3.41014
H 4.14865 3.02913 -5.21161
H 1.63171 -2.73331 -4.53390
H -3.05406 1.57050 4.32635
C -5.58504 -0.63016 -0.26052
H 0.59509 -7.35817 -2.00804
O -3.13162 -0.00417 -2.40791
C 3.88803 3.91239 2.25133
H 0.05686 3.85970 2.59241
H 3.38955 -4.99816 -0.74461
H -1.31137 -0.91160 -3.93668
H -2.06110 2.24602 -0.45979
H 2.92444 -2.79494 -1.77005
H 2.39252 5.53135 -1.43390
C 1.43377 0.67125 1.84247
H -4.36235 2.51856 0.35122
C 0.26083 -0.06003 -6.07013
H -5.21797 -0.35526 0.72614
C -2.75844 -3.64791 4.66115
*
```

Here are the Löwdin charges for atoms 1 to 2, given in e:
1 H 0.103
2 H 0.006